{"formula": "C3H10N2", "method": "ωB97M-V/def2-TZVPD", "species": ["C", "C", "N", "C", "N", "H", "H", "H", "H", "H", "H", "H", "H", "H", "H"], "coordinates": [[-0.70128, 1.91339, -1.28281], [-1.81663, 1.11716, -1.50738], [-0.27201, -0.46063, 0.73196], [0.65717, -1.49797, 1.07499], [2.04199, -0.97667, 0.90636], [-0.16949, 2.29188, -2.14781], [-0.63283, 2.57315, -0.43880], [-0.57265, 0.64880, -0.94204], [-2.65266, 1.21517, -0.82853], [-2.10601, 0.92216, -2.52728], [-1.02857, -0.89231, 0.20284], [0.54269, -1.84583, 2.11522], [0.62205, -2.38544, 0.42771], [1.94351, 0.02328, 0.77669], [2.61333, -1.12422, 1.72976]], "forces_ev_per_a": [[-1.7, 0.1, -0.9], [-1.2, 3.2, -0.6], [-0.5, 1.1, -1.1], [0.9, 0.0, -0.4], [-0.1, 0.1, 0.0], [0.7, -0.9, 0.0], [0.2, -0.6, 0.8], [1.5, -1.1, 1.5], [0.3, -0.9, 0.6], [0.5, -0.9, -0.2], [-0.1, -0.2, -0.1], [-0.1, 0.1, 0.0], [-0.4, 0.0, 0.1], [0.1, 0.0, 0.1], [-0.1, 0.0, 0.0]], "mulliken_charge": [-0.22, -0.56, -0.81, -0.19, -0.61, 0.28, 0.26, 0.26, 0.29, 0.31, 0.17, 0.20, 0.17, 0.22, 0.22], "total_charge": 0, "e_homo_ev": -6.43, "orbital_gap_ev": 5.09, "energy_ha": -229.5672}

***

{"formula": "CH3ClO3S2", "method": "ωB97M-V/def2-TZVPD", "species": ["C", "O", "O", "O", "S", "S", "Cl", "H", "H", "H"], "coordinates": [[-1.34778, 0.11976, 0.38623], [0.14218, 0.02612, -2.20037], [1.05683, -0.77631, 1.47177], [0.69730, 1.68666, 1.09539], [1.35626, 0.22707, -1.44609], [0.51073, 0.31157, 0.61692], [2.22017, -1.57339, -1.01644], [-1.53334, -0.93706, 0.54074], [-1.65975, 0.65212, 1.19889], [-1.44258, 0.26346, -0.64705]], "forces_ev_per_a": [[3.5, -3.1, -0.8], [-0.5, 0.0, -0.8], [-1.2, 1.9, -1.9], [0.0, -1.2, -1.1], [0.3, -0.3, 0.6], [0.1, -0.2, 4.0], [0.3, 0.0, -0.5], [0.0, -0.2, 0.2], [-1.4, 2.1, 1.4], [-1.1, 1.3, -1.2]], "mulliken_charge": [-0.86, -0.49, -0.55, -0.60, 0.53, 1.01, -0.10, 0.31, 0.36, 0.39], "total_charge": 0, "e_homo_ev": -10.24, "orbital_gap_ev": 9.47, "energy_ha": -1522.1123}

***

{"formula": "C8H13NO2", "method": "ωB97M-V/def2-TZVPD", "species": ["C", "C", "C", "C", "C", "C", "C", "C", "N", "O", "O", "H", "H", "H", "H", "H", "H", "H", "H", "H", "H", "H", "H", "H"], "coordinates": [[1.50227, 1.58757, -2.83171], [1.14980, 0.63226, -3.72965], [0.56239, 0.02040, -1.77620], [-1.33088, -0.96046, 2.26007], [-1.15032, 1.11883, 0.86307], [0.92814, -0.06314, 1.60281], [-0.62089, -1.12645, -0.04627], [-0.52422, -0.24129, 1.15797], [1.11160, 1.17956, -1.58114], [0.53926, -0.37300, -3.04702], [-0.02234, -2.32391, -0.06136], [1.99068, 2.52922, -2.98203], [1.25681, 0.53258, -4.78926], [-0.93548, -1.95811, 2.44587], [-2.37427, -1.05847, 1.96879], [-1.27956, -0.38990, 3.18257], [-2.17745, 1.00598, 0.52866], [-0.58005, 1.61502, 0.08235], [-1.14624, 1.73369, 1.75566], [1.37172, -1.00326, 1.93207], [1.50657, 0.34820, 0.77948], [0.97427, 0.62797, 2.43907], [-1.56249, -1.15103, -0.58130], [0.81066, -2.28226, 0.42749]], "forces_ev_per_a": [[0.0, -0.4, -0.9], [0.5, 1.0, 0.0], [-1.8, -0.8, 3.5], [0.1, -0.1, -0.2], [0.2, -0.2, -0.3], [-0.1, 0.0, -0.3], [1.7, 0.7, -2.4], [0.1, 0.1, 0.3], [-0.1, -0.3, 0.3], [-0.1, -0.3, -0.4], [-0.3, 0.1, 0.3], [0.1, 0.1, -0.2], [0.0, -0.1, -0.2], [0.0, 0.0, 0.1], [-0.1, 0.0, 0.0], [0.0, 0.1, 0.1], [-0.2, 0.0, 0.0], [0.0, 0.1, 0.0], [0.0, 0.1, 0.2], [0.1, -0.1, 0.1], [0.1, 0.0, 0.0], [0.0, 0.0, 0.1], [0.0, 0.0, 0.0], [0.0, 0.0, 0.0]], "mulliken_charge": [-0.49, -0.15, 0.16, -1.84, -1.74, -1.69, -0.56, 1.98, -0.34, -0.33, -0.47, 0.38, 0.39, 0.35, 0.43, 0.45, 0.41, 0.36, 0.45, 0.52, 0.30, 0.45, 0.58, 0.41], "total_charge": 0, "e_homo_ev": -8.58, "orbital_gap_ev": 9.15, "energy_ha": -517.7570}

***

{"formula": "C28H51ClF8N3O3S", "method": "ωB97M-V/def2-TZVPD", "species": ["C", "C", "C", "C", "C", "C", "C", "C", "C", "C", "C", "N", "C", "N", "N", "C", "S", "C", "O", "O", "C", "C", "C", "C", "C", "C", "C", "C", "C", "Cl", "H", "H", "H", "H", "H", "H", "H", "H", "H", "H", "H", "H", "H", "H", "H", "H", "H", "H", "H", "H", "H", "H", "H", "H", "H", "H", "H", "H", "H", "H", "H", "H", "H", "H", "H", "H", "H", "H", "H", "H", "H", "H", "H", "H", "H", "H", "H", "C", "C", "C", "F", "F", "F", "F", "O", "C", "C", "F", "F", "F", "F", "H", "H", "H", "H"], "coordinates": [[-3.71144, -0.89388, -9.92278], [-4.25850, 0.22752, -8.95849], [-4.49533, -0.38536, -7.52840], [-4.47909, 0.77564, -6.42320], [-3.42634, 0.37004, -5.33151], [-3.76402, 0.95090, -3.89067], [-2.77354, 0.24435, -2.88385], [-2.51975, 1.07598, -1.57250], [-2.62274, 0.23307, -0.25448], [-1.60630, -0.99403, -0.21228], [-0.39710, -0.62743, 0.73181], [0.22772, -1.77893, 1.44338], [0.33681, -2.74432, 0.34755], [-0.32651, -3.84193, 0.16049], [1.41210, -2.28858, -0.46699], [2.38613, -1.77306, 0.55536], [3.79897, -2.91936, 0.32205], [3.18276, -4.66383, 0.20030], [4.92817, -2.75709, 1.26524], [4.32470, -2.62450, -1.05555], [1.64949, -1.59032, 1.97278], [1.72728, -0.11719, 2.49550], [2.84927, 0.23190, 3.53037], [4.26002, 0.66639, 2.97647], [4.43892, 0.71741, 1.42379], [5.45077, -0.19378, 3.58080], [1.67336, -2.76999, 3.02025], [3.04840, -3.08872, 3.70439], [2.82421, -3.02412, 5.27776], [3.63161, -4.80069, 3.40463], [-3.85254, -0.56771, -10.97523], [-2.62692, -1.05850, -9.70764], [-4.26496, -1.83438, -9.70940], [-5.25737, 0.56344, -9.33035], [-3.56559, 1.09920, -8.92673], [-3.67258, -1.09413, -7.27952], [-5.46458, -0.92742, -7.45257], [-4.10621, 1.70724, -6.90660], [-5.50970, 0.89005, -6.01981], [-2.38332, 0.69136, -5.55016], [-3.40309, -0.74350, -5.18638], [-3.65093, 2.06347, -3.85781], [-4.82199, 0.71215, -3.62144], [-1.79294, 0.10046, -3.40823], [-3.19076, -0.76164, -2.62041], [-3.30539, 1.87393, -1.49841], [-1.54484, 1.61839, -1.59515], [-2.53504, 0.89354, 0.63381], [-3.66281, -0.18645, -0.22369], [-1.24346, -1.18501, -1.25333], [-2.21744, -1.85234, 0.16998], [-0.82608, 0.04189, 1.51977], [0.30532, 0.01527, 0.14502], [-1.23916, -4.02354, 0.56600], [0.08233, -4.51770, -0.48470], [1.19688, -1.66467, -1.23630], [2.50229, -0.72095, 0.19494], [3.11751, -5.00205, -0.85300], [2.20576, -4.78954, 0.73347], [3.89739, -5.32376, 0.74977], [1.75310, 0.65712, 1.69722], [0.76369, 0.06131, 3.04473], [3.01952, -0.53222, 4.32567], [2.45514, 1.11039, 4.09229], [4.47274, 1.70430, 3.34191], [4.59861, -0.26708, 0.93150], [3.63132, 1.30933, 0.91310], [5.37481, 1.30451, 1.22826], [5.54472, -1.19418, 3.10434], [6.38061, 0.36815, 3.30115], [5.40177, -0.23394, 4.69054], [0.97116, -2.44588, 3.83121], [1.26188, -3.72860, 2.63190], [3.82079, -2.32595, 3.48395], [2.40272, -2.05122, 5.60894], [3.71743, -3.36169, 5.84269], [2.02751, -3.79083, 5.48201], [-1.61042, 5.41646, 3.34724], [-2.38710, 4.26083, 2.66355], [-2.55794, 2.94524, 3.43800], [-1.40265, 2.35760, 3.78504], [-3.22266, 2.04148, 2.66700], [-1.84387, 4.03872, 1.44452], [-3.64320, 4.73161, 2.43381], [-0.21333, 5.61861, 3.04638], [0.77613, 4.87123, 3.69944], [1.51675, 3.91499, 2.75314], [0.68223, 3.09808, 2.07997], [2.35560, 3.11774, 3.45669], [0.25500, 4.26484, 4.77640], [1.66764, 5.75770, 4.17241], [-2.07330, 6.32970, 2.96991], [-1.78764, 5.43809, 4.42355], [-3.14721, 3.10530, 4.34449], [2.09865, 4.47507, 2.01891]], "forces_ev_per_a": [[-0.1, 0.8, 0.6], [-0.6, -1.4, 0.0], [0.4, 1.5, 0.2], [1.1, -1.3, -0.5], [-1.1, 0.4, 1.5], [0.7, -0.7, -0.4], [0.0, 0.7, 0.2], [-0.5, 0.1, 0.5], [-0.3, -0.3, -0.9], [-0.4, 0.9, 0.5], [-1.5, 1.4, 0.4], [-1.6, -1.5, -1.3], [1.6, 2.9, 0.4], [0.5, 0.4, -0.5], [-0.4, -2.5, 2.3], [-0.9, 1.1, -0.6], [5.7, 0.7, -3.4], [-0.6, -0.4, 1.0], [-3.1, -0.4, -0.2], [-2.3, -0.5, 2.3], [-1.5, -0.9, -1.7], [0.0, -0.2, 1.5], [0.4, 0.5, 0.3], [0.9, -0.4, 0.1], [0.4, 0.9, 0.1], [0.0, 1.0, -0.7], [1.0, 0.5, 0.6], [-0.4, 0.7, 2.2], [-0.8, -1.2, -0.7], [-0.2, 1.0, -0.1], [0.2, -0.5, 0.6], [-0.8, 0.0, -0.3], [0.4, 0.5, -0.4], [0.8, 0.0, 0.2], [-0.5, -0.6, 0.0], [-0.6, 0.4, -0.3], [0.7, 0.2, -0.3], [-0.7, -0.5, 0.4], [0.9, 0.2, 0.0], [-0.7, -0.2, -0.3], [-0.1, 0.9, -0.3], [0.0, -0.9, -0.1], [0.8, 0.2, -0.2], [-0.8, -0.1, 0.4], [0.4, 0.7, -0.3], [0.7, -0.6, -0.1], [-0.6, -0.4, -0.1], [0.1, -0.5, -0.5], [0.9, 0.3, 0.0], [-0.4, -0.2, 0.8], [0.9, 0.5, -0.3], [0.5, -0.6, -0.6], [-0.2, -0.6, 0.4], [0.4, 0.0, 0.4], [-0.5, 0.3, -0.2], [-0.1, -0.4, -0.1], [1.5, -1.1, 0.4], [0.1, 0.8, 0.5], [0.8, 0.1, -0.4], [-0.4, 0.9, -0.4], [0.0, -0.9, 0.3], [0.7, -0.3, -0.5], [-0.4, 0.3, -0.8], [0.2, -0.8, -0.4], [-0.4, -0.8, -0.3], [-0.3, 0.6, 0.5], [0.6, -0.6, 0.4], [-0.7, -0.6, 0.1], [-0.2, 0.5, 0.5], [-0.6, -0.6, 0.4], [0.0, -0.2, -0.7], [0.5, -0.2, -0.8], [0.2, 0.8, -0.1], [-0.2, -1.0, -0.5], [0.6, -0.5, -0.2], [-0.5, 0.6, -0.4], [0.6, 0.7, 0.0], [0.2, 0.6, 0.3], [0.8, 0.5, -0.5], [-0.8, -0.3, 0.2], [0.6, 0.2, -0.1], [0.0, 0.3, -0.2], [0.1, -0.3, 0.0], [-0.1, -0.2, 0.4], [0.0, -1.3, -0.1], [-1.3, 1.2, 0.3], [0.5, 0.0, -0.4], [-0.4, -0.1, 0.1], [-0.1, 0.4, 0.2], [0.1, -0.6, 0.0], [0.3, -0.1, -0.3], [0.0, -0.2, -0.2], [0.1, -0.3, 0.0], [0.0, 0.2, 0.0], [0.0, 0.2, 0.1]], "mulliken_charge": [-1.18, -0.38, -0.71, -0.55, -0.71, -0.67, -0.48, -0.85, -0.38, -0.45, -0.19, -0.06, -0.61, 0.02, -0.21, -0.81, 1.32, -0.99, -0.61, -0.79, 2.33, -1.51, -0.46, 0.58, -1.27, -1.39, -1.89, 0.94, -1.43, -0.18, 0.37, 0.30, 0.29, 0.28, 0.34, 0.36, 0.28, 0.34, 0.40, 0.23, 0.34, 0.33, 0.30, 0.33, 0.34, 0.45, 0.21, -0.25, 0.55, 0.31, 0.13, 0.38, 0.06, 0.33, 0.37, 0.36, 0.74, 0.36, 0.27, 0.39, 0.06, 0.64, -0.03, 0.40, 0.32, 0.14, 0.25, 0.56, 0.24, 0.45, 0.32, 0.44, 0.45, -0.25, 0.33, 0.38, 0.43, -0.77, 0.89, 0.09, -0.17, -0.28, -0.23, -0.33, -0.41, 0.69, 0.22, -0.14, -0.29, -0.28, -0.29, 0.39, 0.35, 0.26, 0.25], "total_charge": 1, "e_homo_ev": -11.84, "orbital_gap_ev": 7.48, "energy_ha": -3144.3920}